Computed, not measured: C4H9N2 as an isolated structure at a distorted geometry, with ωB97M-V/def2-TZVPD.

Last column: natural (NBO) charge in e.
CARTESIAN COORDINATES (ANGSTROEM)
1 C -0.371 0.102 0.354  0.490
2 C -0.490 0.928 -2.101  -0.564
3 C 0.141 -1.577 1.353  -0.478
4 C 0.199 0.905 -0.724  -0.596
5 N 0.217 0.717 2.503  -0.267
6 N 0.144 -0.106 1.560  -0.083
7 H 0.468 0.245 3.365  0.360
8 H -0.684 -0.067 -2.210  0.212
9 H 0.266 1.315 -2.748  0.230
10 H -1.329 1.516 -2.083  0.227
11 H 1.078 -1.980 1.598  0.256
12 H -0.167 -1.925 0.349  0.307
13 H -0.461 -1.954 2.154  0.279
14 H 0.224 1.967 -0.370  0.342
15 H 1.303 0.719 -1.018  0.284

Summary:
* energy relative to the best compared isomer or geometry (same formula, charge and spin): 704.0 kJ/mol
* maximum force: 0.0601 hartree/bohr
* HOMO (spin up / spin down): -0.5320 / -0.5319 hartree
* frontier orbital gap (spin up / spin down): 0.3037 / 0.3037 hartree
* LUMO energy (spin up / spin down): -6.214 / -6.210 eV
* charge: +1

Computed, not measured: C4H9N2 as an isolated structure at a distorted geometry, with ωB97M-V/def2-TZVPD.

Last column: natural (NBO) charge in e.
CARTESIAN COORDINATES (ANGSTROEM)
1 C -2.874 -0.044 -0.027  -0.235
2 C -1.708 0.066 0.073  -0.280
3 C 0.890 1.297 -0.365  -0.690
4 C 0.333 0.094 0.232  0.448
5 N 0.755 -0.352 1.433  -0.820
6 N 0.444 -1.001 -0.737  -0.736
7 H -3.970 -0.115 -0.042  0.265
8 H 0.435 1.809 -1.145  0.275
9 H 1.957 1.048 -0.812  0.233
10 H 1.203 2.031 0.318  0.268
11 H 0.242 -1.231 1.774  0.414
12 H 1.093 0.233 2.269  0.457
13 H 1.312 -1.054 -1.269  0.445
14 H 0.335 -1.896 -0.246  0.447
15 H -0.447 -0.885 -1.456  0.509

Summary:
* energy relative to the best compared isomer or geometry (same formula, charge and spin): 519.5 kJ/mol
* maximum force: 0.1307 hartree/bohr
* HOMO: -0.5215 hartree
* frontier orbital gap: 0.3821 hartree
* LUMO energy: -3.794 eV
* charge: +1

Computed, not measured: a 2-piece molecular cluster, C4H9N2 overall at a distorted geometry, with ωB97M-V/def2-TZVPD.

Last column: natural (NBO) charge in e.
CARTESIAN COORDINATES (ANGSTROEM)
1 C -0.682 0.495 0.289  0.616
2 C 1.019 3.338 -0.460  0.056
3 C -0.220 -2.466 0.933  -0.619
4 C -0.669 -1.654 -0.321  -0.229
5 N 0.116 2.464 -0.156  -0.603
6 N -0.049 -0.266 -0.467  -0.675
7 H 1.021 4.411 -0.484  0.217
8 H 1.921 2.831 -0.559  0.176
9 H 0.722 -2.014 1.138  0.218
10 H -0.954 -2.428 1.697  0.237
11 H -0.185 -3.534 0.765  0.250
12 H -0.268 -2.226 -1.125  0.238
13 H -1.730 -1.584 -0.343  0.241
14 H -0.726 2.947 0.282  0.383
15 H 0.683 -0.314 -1.189  0.492

Summary:
* energy relative to the best compared isomer or geometry (same formula, charge and spin): 535.5 kJ/mol
* maximum force: 0.0674 hartree/bohr
* HOMO: -0.5668 hartree
* frontier orbital gap: 0.3893 hartree
* LUMO energy: -4.830 eV
* charge: +1

Computed, not measured: an isolated ion of composition C4H9N2 and charge +1 at a distorted geometry, with ωB97M-V/def2-TZVPD.

Last column: natural (NBO) charge in e.
CARTESIAN COORDINATES (ANGSTROEM)
1 C 1.488 -0.009 -0.123  0.505
2 C 2.899 0.301 -0.112  -0.728
3 C -1.610 0.485 -1.039  -0.429
4 C -1.500 -0.789 1.165  -0.428
5 N 0.330 0.172 0.049  -0.041
6 N -0.881 -0.045 0.039  -0.174
7 H 3.050 1.398 -0.364  0.296
8 H 3.382 -0.345 -0.808  0.280
9 H 3.197 0.075 0.956  0.299
10 H -2.638 0.084 -0.842  0.245
11 H -1.435 1.626 -1.167  0.235
12 H -1.277 0.053 -2.032  0.223
13 H -1.072 -0.543 2.121  0.236
14 H -2.615 -0.551 1.208  0.250
15 H -1.317 -1.912 0.949  0.231

Summary:
* energy relative to the best compared isomer or geometry (same formula, charge and spin): 374.7 kJ/mol
* maximum force: 0.1235 hartree/bohr
* HOMO: -0.5073 hartree
* SMILES string: CC#[N+]N(C)C
* frontier orbital gap: 0.3625 hartree
* LUMO energy: -3.942 eV
* charge: +1

Computed, not measured: C4H9N2 as an isolated structure at a distorted geometry, with ωB97M-V/def2-TZVPD.

Last column: natural (NBO) charge in e.
CARTESIAN COORDINATES (ANGSTROEM)
1 C 0.176 -1.675 -0.242  0.380
2 C -0.814 0.010 0.520  0.108
3 C -0.971 1.368 -0.298  -0.634
4 C 1.758 0.049 0.026  -0.471
5 N 0.465 -0.497 0.112  -0.270
6 N -1.575 -1.099 -0.042  -0.536
7 H 0.636 -2.610 -0.647  0.279
8 H -0.785 0.284 1.526  0.234
9 H -1.688 1.954 0.115  0.240
10 H -1.404 1.254 -1.309  0.257
11 H -0.053 1.966 -0.206  0.224
12 H 2.537 -0.380 0.651  0.268
13 H 2.011 0.071 -1.040  0.255
14 H 1.768 1.145 0.398  0.257
15 H -2.061 -1.841 0.436  0.411

Summary:
* energy relative to the best compared isomer or geometry (same formula, charge and spin): 467.2 kJ/mol
* maximum force: 0.1171 hartree/bohr
* HOMO: -0.5626 hartree
* frontier orbital gap: 0.3805 hartree
* LUMO energy: -4.954 eV
* charge: +1

Computed, not measured: an isolated ion of composition C4H9N2 and charge +1 at a distorted geometry, with ωB97M-V/def2-TZVPD.

Last column: natural (NBO) charge in e.
CARTESIAN COORDINATES (ANGSTROEM)
1 C -1.087 0.032 0.597  -0.178
2 C 0.319 0.193 0.529  0.622
3 C -1.978 0.943 -0.432  -0.573
4 C 2.770 0.063 -0.221  -0.458
5 N 1.448 0.123 0.206  -0.220
6 N -1.225 -1.401 0.307  -0.744
7 H -1.313 0.192 1.649  0.268
8 H -1.809 0.825 -1.462  0.232
9 H -1.557 1.918 -0.226  0.228
10 H -3.066 0.712 -0.255  0.269
11 H 3.174 1.047 -0.562  0.275
12 H 3.296 -0.366 0.684  0.270
13 H 2.781 -0.630 -1.083  0.264
14 H -0.688 -1.982 0.874  0.372
15 H -1.065 -1.668 -0.604  0.374

Summary:
* energy relative to the best compared isomer or geometry (same formula, charge and spin): 267.3 kJ/mol
* maximum force: 0.1206 hartree/bohr
* HOMO: -0.5324 hartree
* SMILES string: C[N+]#C[C@@H](C)N
* frontier orbital gap: 0.3876 hartree
* LUMO energy: -3.939 eV
* charge: +1

Computed, not measured: an isolated ion of composition C4H9N2 and charge +1 at a distorted geometry, with ωB97M-V/def2-TZVPD.

Last column: natural (NBO) charge in e.
CARTESIAN COORDINATES (ANGSTROEM)
1 C -0.654 0.623 -0.339  0.044
2 C -1.503 -0.269 0.137  -0.196
3 C 1.602 -0.243 -0.338  0.233
4 C 3.092 -0.105 0.230  -0.687
5 N 0.699 0.612 -0.145  -0.438
6 N -2.978 0.015 0.094  -0.708
7 H -0.964 1.565 -0.838  0.219
8 H -1.140 -1.206 0.485  0.241
9 H 1.403 -1.249 -0.813  0.163
10 H 3.074 0.789 1.021  0.239
11 H 3.920 0.234 -0.445  0.262
12 H 3.409 -1.006 0.741  0.240
13 H -3.257 0.524 -0.787  0.455
14 H -3.166 0.607 0.956  0.467
15 H -3.537 -0.894 0.040  0.466

Summary:
* energy relative to the best compared isomer or geometry (same formula, charge and spin): 267.1 kJ/mol
* maximum force: 0.0693 hartree/bohr
* HOMO: -0.4857 hartree
* SMILES string: C/C=N/C=C/[NH3+]
* frontier orbital gap: 0.3444 hartree
* LUMO energy: -3.845 eV
* charge: +1

Computed, not measured: a 2-piece molecular cluster, C4H9N2 overall at a distorted geometry, with ωB97M-V/def2-TZVPD.

Last column: natural (NBO) charge in e.
CARTESIAN COORDINATES (ANGSTROEM)
1 C -2.079 0.907 0.112  -0.471
2 C -1.582 -0.318 0.717  0.106
3 C -1.237 0.128 -0.896  0.349
4 C 1.696 -0.472 0.114  -0.431
5 N -1.586 -1.092 -0.422  -0.536
6 N 0.894 0.488 -0.632  -0.710
7 H -3.098 0.912 -0.264  0.294
8 H -1.779 1.870 0.505  0.271
9 H -0.896 -0.421 1.544  0.231
10 H 1.426 -1.486 -0.184  0.201
11 H 2.762 -0.336 -0.082  0.228
12 H 1.534 -0.350 1.185  0.210
13 H -1.198 -2.010 -0.594  0.456
14 H 1.139 0.503 -1.615  0.406
15 H 0.964 1.428 -0.256  0.397

Summary:
* energy relative to the best compared isomer or geometry (same formula, charge and spin): 525.4 kJ/mol
* maximum force: 0.0470 hartree/bohr
* HOMO (spin up / spin down): -0.4898 / -0.4898 hartree
* frontier orbital gap (spin up / spin down): 0.3191 / 0.3191 hartree
* LUMO energy (spin up / spin down): -4.645 / -4.646 eV
* charge: +1